{"formula": "C4H10O2", "method": "ωB97M-V with the def2-TZVPD basis set", "symbols": ["C", "C", "C", "O", "C", "H", "H", "H", "H", "H", "H", "H", "H", "H", "H", "O"], "xyz": [[1.41685, 0.31342, -1.98618], [0.66136, 0.17172, -0.70343], [-0.12464, -0.86876, -0.47900], [-0.30746, -1.83519, -1.46576], [-1.16552, -0.99082, 0.60602], [1.17302, 1.11130, -2.69785], [1.26786, -0.58188, -2.59413], [2.47301, 0.51905, -1.78652], [0.65843, 1.02036, -0.03765], [-0.28871, -2.72150, -1.09045], [-1.02427, -0.13292, 1.26991], [-1.15604, -1.85056, 1.26857], [-2.11557, -0.88313, 0.08915], [-0.04436, 2.91417, 3.04901], [-1.16234, 1.77548, 3.17533], [-0.26162, 2.03928, 3.38297]], "homo_energy_ha": -0.3214, "smiles": "C/C=C(/C)O.O", "e_above_lowest_kcal_mol": 31.1, "orbital_gap_ev": 9.5}



{"formula": "CH4BClS", "method": "ωB97M-V with the def2-TZVPD basis set", "symbols": ["B", "C", "S", "Cl", "H", "H", "H", "H"], "xyz": [[0.38626, 0.70943, 0.27599], [-0.62598, -0.56786, 0.62821], [1.04136, 1.39348, -1.29749], [0.52219, 0.13036, -2.81489], [-1.21970, -0.83795, -0.26281], [0.90226, 1.14517, 1.25473], [-0.98131, -0.51833, 1.56528], [-0.02508, -1.45430, 0.65098]], "homo_energy_ha": -0.3630, "smiles": "CBSCl", "e_above_lowest_kcal_mol": 7.1, "orbital_gap_ev": 9.7}



{"formula": "C4H9N", "method": "ωB97M-V with the def2-TZVPD basis set", "symbols": ["C", "C", "C", "C", "N", "H", "H", "H", "H", "H", "H", "H", "H", "H"], "xyz": [[0.72576, 1.58706, 0.02669], [-0.52923, 0.73250, 0.05752], [-0.42457, -0.49286, -0.86364], [0.25767, -1.89056, 0.88880], [0.50350, -1.49368, -0.38761], [0.63733, 2.36620, 0.79033], [0.82586, 2.04290, -0.95487], [1.61786, 0.97690, 0.22159], [-1.04195, 0.42053, 0.96260], [-1.31896, 1.36531, -0.39875], [-1.38933, -0.95330, -1.12010], [0.02444, -0.15136, -1.80298], [-0.71256, -1.73683, 1.37461], [0.82418, -2.77279, 1.20582]], "spin_multiplicity": 2, "homo_energy_ha": [0.0244, -0.1145], "e_above_lowest_kcal_mol": 11.9, "orbital_gap_ev": [3.9, 7.6], "total_charge": -1}



{"formula": "C15H13BaNO7STe", "method": "ωB97M-V with the def2-TZVPD basis set", "symbols": ["Ba", "O", "C", "O", "C", "C", "C", "C", "C", "N", "C", "O", "O", "H", "H", "H", "C", "C", "C", "O", "C", "O", "O", "H", "H", "H", "H", "H", "H", "H", "Te", "C", "C", "C", "C", "S", "H", "H", "H"], "xyz": [[-1.19153, -0.07577, 1.00294], [0.62649, -2.48478, 3.16827], [0.12211, -1.37112, 3.25503], [-1.11112, -1.05375, 3.20357], [1.08064, -0.15321, 3.36423], [2.30155, -0.28370, 4.00684], [3.08329, 0.85302, 4.14401], [2.64781, 2.05426, 3.60995], [1.44679, 2.08094, 2.91112], [0.67874, 0.99556, 2.81295], [0.97642, 3.34562, 2.18945], [1.26728, 4.42267, 2.72531], [0.28143, 3.15201, 1.15223], [2.60052, -1.25609, 4.37203], [4.03613, 0.80466, 4.66102], [3.20715, 2.97448, 3.70544], [1.04731, -0.20603, -2.44180], [0.50187, 1.03720, -1.76050], [1.08955, 2.31924, -2.33773], [0.85429, 0.92409, -0.37304], [-1.05696, 1.06289, -2.02239], [-1.43762, 1.18491, -3.17938], [-1.81090, 0.93013, -0.98598], [2.13989, -0.19727, -2.40678], [0.70844, -0.22984, -3.47734], [0.69666, -1.11231, -1.94200], [2.17003, 2.20820, -2.46726], [0.90601, 3.15709, -1.66247], [0.62693, 2.53417, -3.30019], [0.67672, 1.79945, 0.08121], [-1.41049, -3.31311, 0.41229], [-2.56603, -3.40785, -1.38375], [-2.94296, -2.40233, -2.24376], [-3.74259, -2.85331, -3.33259], [-3.97451, -4.19874, -3.30026], [-3.20864, -4.89480, -1.93974], [-2.65101, -1.36814, -2.11165], [-4.12518, -2.19621, -4.10287], [-4.54451, -4.78225, -4.00645]], "homo_energy_ha": -0.0458, "e_above_lowest_kcal_mol": 36.7, "orbital_gap_ev": 5.6, "total_charge": -2}



{"formula": "C7H14", "method": "ωB97M-V with the def2-TZVPD basis set", "symbols": ["C", "C", "C", "C", "C", "C", "C", "H", "H", "H", "H", "H", "H", "H", "H", "H", "H", "H", "H", "H", "H"], "xyz": [[2.28599, -0.14058, 0.27521], [1.20943, -0.69953, -0.56599], [0.26709, -1.68991, -0.02096], [-1.24466, -0.29855, -0.59338], [-2.23749, -0.30089, 0.50298], [-0.27089, 0.79234, -0.78378], [-0.04556, 1.79349, 0.28044], [1.96604, 0.14279, 1.29057], [2.96902, -0.97242, 0.35729], [2.81018, 0.71167, -0.16980], [1.37917, -0.75541, -1.62413], [-0.08641, -2.47559, -0.64108], [0.04642, -1.65061, 1.02194], [-1.47797, -0.86220, -1.47517], [-1.85514, 0.06536, 1.46640], [-2.99239, 0.38842, 0.15250], [-2.70453, -1.27711, 0.67861], [-0.00782, 1.01584, -1.79190], [0.88525, 2.35486, 0.13397], [-0.01402, 1.38695, 1.30506], [-0.88171, 2.47109, 0.20123]], "homo_energy_ha": [-0.2245, -0.2380], "smiles": "C/C=C\\C.C=CC", "e_above_lowest_kcal_mol": 116.8, "orbital_gap_ev": [6.8, 7.6]}



{"formula": "C19H15ClN2O5S", "method": "ωB97M-V with the def2-TZVPD basis set", "symbols": ["O", "C", "N", "C", "C", "C", "C", "C", "C", "H", "H", "Cl", "H", "H", "H", "C", "H", "H", "S", "C", "C", "O", "N", "C", "O", "C", "H", "H", "C", "C", "C", "C", "C", "C", "H", "H", "C", "O", "O", "H", "H", "H", "H"], "xyz": [[-0.40692, -1.11812, -2.01303], [-0.96130, -1.98963, -1.37902], [-2.09374, -1.85701, -0.65548], [-2.81957, -0.69360, -0.38345], [-2.61061, 0.50172, -1.06398], [-3.36843, 1.61553, -0.75458], [-4.34142, 1.53756, 0.22822], [-4.56319, 0.35044, 0.90923], [-3.80242, -0.75925, 0.60166], [-3.96763, -1.68488, 1.13362], [-5.32281, 0.29791, 1.67297], [-5.29268, 2.92954, 0.60789], [-3.20512, 2.54330, -1.27950], [-1.85926, 0.55907, -1.83340], [-2.36111, -2.66007, -0.09720], [-0.40880, -3.41166, -1.37673], [-1.06795, -4.05976, -1.95705], [0.58103, -3.41630, -1.83378], [-0.33956, -4.16876, 0.27513], [1.05392, -3.26908, 1.04322], [0.89959, -1.75855, 0.93680], [-0.05750, -1.11339, 1.26641], [2.08169, -1.25843, 0.43071], [3.02230, -2.23257, 0.11784], [4.10937, -2.02210, -0.33794], [2.41692, -3.58226, 0.45060], [2.35578, -4.18264, -0.45922], [3.07151, -4.11559, 1.14091], [2.33216, 0.13227, 0.27347], [3.51787, 0.66638, 0.76567], [3.76287, 2.01587, 0.61870], [2.82590, 2.83567, -0.00736], [1.64156, 2.28958, -0.49478], [1.39418, 0.93747, -0.35896], [0.49130, 0.50388, -0.75552], [0.92207, 2.92552, -0.98486], [3.13124, 4.27850, -0.13841], [4.13412, 4.80615, 0.27351], [2.17243, 4.97121, -0.77136], [2.42840, 5.90503, -0.82828], [4.67622, 2.45742, 0.98662], [4.24094, 0.02855, 1.24887], [0.97204, -3.55137, 2.09570]], "homo_energy_ha": -0.3150, "smiles": "O=C(CS[C@H]1CC(=O)N(c2ccc(C(=O)O)cc2)C1=O)Nc1ccc(Cl)cc1", "e_above_lowest_kcal_mol": 0.6, "orbital_gap_ev": 8.7}



{"formula": "C17H11AsF10IrN3S4", "method": "ωB97M-V with the def2-TZVPD basis set", "symbols": ["Ir", "C", "N", "C", "C", "N", "C", "C", "F", "C", "F", "C", "F", "C", "F", "C", "F", "C", "C", "N", "C", "C", "F", "C", "F", "C", "F", "C", "F", "C", "F", "H", "H", "H", "H", "H", "H", "H", "H", "H", "H", "H", "S", "As", "S", "S", "S"], "xyz": [[0.00351, 0.05094, 0.47447], [-0.20545, 2.61615, -1.30568], [0.01375, 2.23675, 0.09278], [-1.12177, 2.66669, 0.92562], [-2.34084, 1.78983, 0.61394], [-1.88057, 0.51380, 0.05987], [-2.83483, -0.37414, -0.42034], [-4.14827, -0.50881, 0.03108], [-4.63166, 0.25484, 1.02048], [-5.01693, -1.45179, -0.49571], [-6.25839, -1.54815, -0.01005], [-4.61471, -2.29063, -1.51319], [-5.45097, -3.20582, -2.01481], [-3.33412, -2.15632, -2.01885], [-2.93185, -2.92859, -3.03368], [-2.48849, -1.20932, -1.48824], [-1.27602, -1.07059, -2.05994], [1.32927, 2.66762, 0.59052], [2.37016, 1.79093, -0.06889], [2.01804, 0.38829, 0.16363], [3.01342, -0.53708, -0.11500], [3.95503, -0.41293, -1.14849], [3.87882, 0.59525, -2.04695], [4.96485, -1.33140, -1.37577], [5.81376, -1.14177, -2.39676], [5.08217, -2.45036, -0.58190], [6.05602, -3.34387, -0.79587], [4.17506, -2.62101, 0.44810], [4.28971, -3.67779, 1.25285], [3.18680, -1.68232, 0.68085], [2.43451, -1.85944, 1.75495], [-0.25607, 3.70721, -1.39283], [-1.13602, 2.17553, -1.65434], [0.60184, 2.24325, -1.93148], [-1.34224, 3.73163, 0.78040], [-0.83076, 2.51618, 1.96036], [-2.98799, 2.27115, -0.13001], [-2.92313, 1.67563, 1.52924], [1.33595, 2.50751, 1.66858], [1.51939, 3.72886, 0.38563], [3.35341, 2.02377, 0.35549], [2.42919, 2.02937, -1.13239], [-2.86760, -1.67350, 3.48114], [-0.82909, -1.82840, 3.04631], [0.01650, 0.25984, 2.70286], [-0.49894, -2.13147, 0.84010], [0.36550, -3.00553, 4.27194]], "spin_multiplicity": 2, "homo_energy_ha": [-0.1649, -0.1660], "e_above_lowest_kcal_mol": 0.0, "orbital_gap_ev": [6.1, 5.6], "total_charge": -1}



{"formula": "C5H12NO", "method": "ωB97M-V with the def2-TZVPD basis set", "symbols": ["C", "C", "C", "C", "C", "O", "N", "H", "H", "H", "H", "H", "H", "H", "H", "H", "H", "H", "H"], "xyz": [[2.00375, -0.88533, 0.26331], [0.69191, -0.38154, -0.35862], [0.19241, 0.92596, 0.30234], [-1.32464, 0.99470, 0.06309], [-2.10577, 0.06306, 1.02179], [-1.77676, -1.26795, 0.88919], [0.83266, -0.09495, -1.81609], [1.66095, -1.12318, 1.27031], [2.41386, -1.68397, -0.33594], [2.71502, -0.05537, 0.23956], [-0.11604, -1.07399, -0.17563], [0.27464, 0.64498, 1.35781], [0.72401, 1.71517, -0.21566], [-1.54541, 0.68344, -0.96353], [-1.73187, 2.00903, 0.13005], [-1.93148, 0.39268, 2.06102], [-3.17646, 0.12004, 0.71652], [1.80082, -0.15314, -2.09342], [0.39839, -0.82966, -2.35610]], "homo_energy_ha": -0.0798, "smiles": "C[C@H](N)CCC[O-]", "e_above_lowest_kcal_mol": 19.6, "orbital_gap_ev": 6.3, "total_charge": -1}



{"formula": "C3H4HgO3", "method": "ωB97M-V with the def2-TZVPD basis set", "symbols": ["O", "C", "O", "O", "C", "H", "C", "H", "H", "Hg", "H"], "xyz": [[-1.25544, -0.65815, 0.02063], [-1.86045, 0.58851, -0.00499], [-1.09173, 1.57491, 0.23452], [-3.04445, 0.61235, -0.27437], [0.03404, -0.76207, 0.48309], [0.13950, -0.74428, 1.57339], [1.06390, -1.03099, -0.34416], [0.89928, -1.14065, -1.41895], [2.04508, -1.23145, 0.08901], [0.79747, 1.72529, 0.12547], [2.27280, 1.06653, -0.48365]], "homo_energy_ha": -0.3606, "e_above_lowest_kcal_mol": 0.0, "orbital_gap_ev": 9.2}



{"formula": "C4H4N2", "method": "ωB97M-V with the def2-TZVPD basis set", "symbols": ["C", "C", "C", "C", "N", "N", "H", "H", "H", "H"], "xyz": [[0.78975, -1.39799, -0.38717], [1.98336, -1.27754, 0.11374], [-0.45501, -1.38337, -0.06944], [1.24036, 1.20411, 0.09161], [2.81337, -0.35243, 0.19413], [2.39502, 0.83753, -0.25536], [-1.25917, -1.93301, 0.36416], [-0.97220, -0.45432, -0.49318], [0.93718, 2.21021, -0.32020], [0.52538, 0.71374, 0.75710]], "homo_energy_ha": -0.3415, "smiles": "C=C=C=NN=C", "e_above_lowest_kcal_mol": 139.2, "orbital_gap_ev": 8.8}



{"formula": "CH3FOS", "method": "ωB97M-V with the def2-TZVPD basis set", "symbols": ["C", "O", "F", "S", "H", "H", "H"], "xyz": [[0.05571, -0.33393, 0.39834], [-0.92666, 0.51332, -0.50104], [-0.23129, -1.53495, 0.00085], [1.65466, 0.23994, -0.03588], [0.02652, -0.28718, 1.53473], [-1.60694, 1.04124, -0.15824], [1.02801, 0.36157, -1.23876]], "homo_energy_ha": -0.3595, "smiles": "O[C@@H](F)S", "e_above_lowest_kcal_mol": 24.7, "orbital_gap_ev": 10.6}



{"formula": "C3H4CuLiO4", "method": "ωB97M-V with the def2-TZVPD basis set", "symbols": ["O", "C", "C", "O", "O", "C", "H", "H", "H", "H", "O", "Cu", "Li"], "xyz": [[-0.63480, -0.04463, -0.61532], [0.78299, 0.99447, -0.09897], [-0.27966, -1.30019, -0.08945], [1.53644, 1.29658, -1.01111], [1.25934, 0.22857, 0.87870], [0.44670, -0.89972, 1.20979], [0.34781, -1.75732, -0.86456], [-1.15311, -1.91071, 0.17416], [1.12337, -1.69695, 1.52975], [-0.27984, -0.57139, 1.96525], [-0.48958, 2.47076, -0.64537], [-2.30284, 1.39200, -0.02663], [-0.35681, 1.79851, -2.40624]], "spin_multiplicity": 2, "homo_energy_ha": [-0.5337, -0.5126], "e_above_lowest_kcal_mol": 79.1, "orbital_gap_ev": [9.0, 7.4], "total_charge": 1}